*i*
ORCA calculation (ωB97M-V/def2-TZVPD) on the molecule C2H4N2S4.

The value obtained for the HOMO energy (spin up / spin down) is -0.2834 / -0.2835 Ha. The value obtained for the orbital gap (spin up / spin down) is 6.3 / 6.3 eV.

Each line ends with the natural charge from an NBO analysis.
CARTESIAN COORDINATES (ANGSTROEM)
H1 0.52093 -0.24948 -1.60540  0.389
H2 -0.09586 -0.47649 1.84537  0.186
C1 1.15256 0.15106 0.11096  -0.060
H3 2.25847 2.24787 -0.30592  0.175
S1 1.21210 -0.14877 1.74278  0.207
C2 -1.68389 -0.00260 -0.02986  -0.196
H4 -1.12507 -1.97943 -0.58224  0.422
N1 0.47931 -0.69801 -0.72003  -0.420
S2 2.48469 1.00044 -0.69434  0.075
S3 -1.14496 1.63698 0.42207  -0.169
N2 -0.76038 -1.11259 -0.18287  -0.509
S4 -3.29789 -0.36898 -0.00052  -0.102

---

*ii*
ORCA calculation (ωB97M-V/def2-TZVPD) on the molecule C2H4N2S4.

The value obtained for the HOMO energy is -0.3165 Ha. The value obtained for the orbital gap is 8.4 eV.

Each line ends with the natural charge from an NBO analysis.
CARTESIAN COORDINATES (ANGSTROEM)
C1 -0.82582 0.56266 0.18751  -0.142
C2 2.70260 -0.85710 -0.50800  -0.121
S1 4.08277 -0.03520 -0.54185  0.027
H1 -2.56905 1.74723 -0.01758  0.449
S2 -3.04130 -0.77147 -0.73568  0.122
H2 2.21679 -1.51317 -1.27190  0.224
S3 0.05116 1.78911 -0.03456  -0.005
N1 -2.10722 0.69607 -0.05835  -0.727
N2 1.67548 -0.37857 0.55315  -0.855
H3 -4.19318 -0.76984 0.38720  0.158
S4 0.11780 -1.05800 0.72117  0.410
H4 1.88997 0.58827 1.31888  0.460

---

What should be chosen as the most stable of them? Choose *i*.

---

*i*
ORCA calculation (ωB97M-V/def2-TZVPD) on the molecule CH3NO2.

As for the spin multiplicity: 3. Its expectation value of S² is 2.009. The value obtained for the HOMO energy (spin up / spin down) is -0.2936 / -0.4115 Ha. The value obtained for the orbital gap (spin up / spin down) is 9.1 / 8.9 eV.

Each line ends with the natural charge from an NBO analysis.
CARTESIAN COORDINATES (ANGSTROEM)
O1 1.43590 0.18718 -0.43678  -0.353
H1 -0.32596 -0.91626 -0.74688  0.179
C1 0.19808 -0.22018 0.09341  -0.257
H2 -0.45124 0.54246 0.32560  0.186
H3 0.41177 -0.81942 1.00342  0.200
N1 2.46811 -0.29991 0.37701  0.214
O2 3.55274 -0.00162 0.00068  -0.170

---

*ii*
ORCA calculation (ωB97M-V/def2-TZVPD) on the molecule CH3NO2.

As for the spin multiplicity: 3. Its expectation value of S² is 2.007. The value obtained for the HOMO energy (spin up / spin down) is -0.1916 / -0.4035 Ha. The value obtained for the orbital gap (spin up / spin down) is 6.1 / 9.2 eV.

Each line ends with the natural charge from an NBO analysis.
CARTESIAN COORDINATES (ANGSTROEM)
O1 -1.41087 0.11047 0.02247  -0.179
O2 -1.43778 1.45296 -0.08026  -0.103
C1 -0.31345 -0.51390 0.05291  0.110
N1 0.91025 0.02461 0.00211  -0.808
H1 1.74967 -0.52021 -0.01574  0.408
H2 0.93377 1.03098 -0.11704  0.403
H3 -0.43158 -1.58492 0.13554  0.169

---

What should be chosen as the most stable of them? Choose *i*.